{"formula": "C3H10N2O", "method": "ωB97M-V/def2-TZVPD", "symbols": ["C", "C", "N", "C", "N", "H", "H", "H", "H", "H", "H", "H", "H", "O", "H", "H"], "coordinates": [[-1.5694, 0.2898, 1.3018], [-0.8762, -0.1835, 0.0791], [-0.4830, 0.8293, -0.8040], [-0.3750, -1.4179, -0.0448], [0.3589, -1.8034, -1.1686], [-1.9894, -0.5353, 1.8487], [-0.8849, 0.8395, 1.9609], [-2.3484, 1.0254, 1.1466], [-0.1389, 0.5493, -1.6973], [-0.6283, 1.7797, -0.5445], [-0.7120, -2.2243, 0.5954], [0.6983, -2.7452, -1.1642], [-0.0189, -1.5531, -2.0626], [2.7102, 1.9668, 0.0041], [2.9046, 1.8335, 0.9421], [3.3524, 1.3494, -0.3929]], "forces_ev_per_a": [[0.1192, 0.4478, 0.5504], [1.2615, 0.7938, 0.0708], [-0.7390, -1.0997, 0.3824], [-1.3311, -0.3268, -0.0337], [0.9130, 0.1168, -0.3082], [-0.1333, -0.3145, 0.3163], [0.2187, -0.3076, -0.0209], [-0.4643, -0.0370, -0.5338], [0.2974, 0.5275, -0.1172], [0.0563, 0.2478, -0.3016], [0.0492, 0.1712, 0.2650], [-0.0588, -0.1731, -0.0192], [-0.1914, -0.0790, -0.2553], [0.8221, -0.5728, 0.1674], [-0.2949, 0.2206, -0.0634], [-0.5246, 0.3848, -0.0990]], "nbo_charge": [-0.64, 0.12, -0.83, -0.13, -0.85, 0.22, 0.21, 0.21, 0.38, 0.39, 0.18, 0.37, 0.36, -0.93, 0.46, 0.47], "max_force_ev_per_a": 1.49, "molar_mass_g_mol": 90.13, "spin_multiplicity": 1, "homo_energy_ev": -6.9, "gap_ha": 0.2875, "charge": 0, "e_above_lowest_kj_mol": 133.6, "smiles": "C/C(N)=C/N.O"}